{"formula": "C5H7Cl", "method": "ωB97M-V with the def2-TZVPD basis set", "elements": ["C", "C", "C", "C", "C", "Cl", "H", "H", "H", "H", "H", "H", "H"], "positions_angstrom": [[-0.2972, -0.3022, -2.1893], [0.2191, 0.2572, -1.3266], [0.4177, 0.9032, -0.0085], [-0.1826, 2.3181, -0.0891], [-0.3251, 0.0877, 1.0073], [0.1670, -1.6611, 0.9455], [-0.5320, -0.9660, -3.0087], [1.4610, 0.8916, 0.0953], [-1.2963, 2.2476, -0.3330], [-0.1591, 3.0203, 0.7533], [0.2775, 2.8561, -0.9822], [-1.4404, 0.1491, 0.9809], [-0.1414, 0.4553, 2.0578]], "forces_ev_per_angstrom": [[-2.005, -3.800, -5.645], [1.397, 3.262, 5.097], [-1.613, 0.336, -1.496], [-1.095, 1.153, -1.847], [-0.546, -0.339, 2.429], [-0.259, 0.619, 0.285], [-0.128, 0.574, 0.412], [1.528, 0.245, 1.070], [1.412, -0.138, 0.168], [0.574, -0.652, 0.213], [-0.541, -0.611, 1.173], [0.920, -0.195, -0.824], [0.357, -0.454, -1.035]], "spin_multiplicity": 1, "smiles": "C#C[C@@H](C)CCl", "lumo_energy_ev": 0.984, "fmax_ev_per_a": 7.094, "relative_energy_ev": 1.9976}



{"formula": "C3H9NS", "method": "ωB97M-V with the def2-TZVPD basis set", "elements": ["S", "H", "C", "C", "C", "N", "H", "H", "H", "H", "H", "H", "H", "H"], "positions_angstrom": [[2.2300, 2.1279, -1.0103], [3.4376, 1.7897, -0.5070], [-1.3527, -1.3101, -0.4817], [-0.4539, -0.3726, 0.3195], [-0.9337, 0.3438, 1.3943], [0.9347, -0.4463, 0.0022], [-2.3987, -1.1010, -0.1947], [-1.1967, -1.1984, -1.5836], [-1.0601, -2.3810, -0.2667], [-0.2383, 1.0087, 1.9495], [-1.8748, 0.1119, 1.8079], [1.0806, -0.8241, -0.9463], [1.4042, 0.4759, 0.0551], [0.4218, 1.7758, -0.5383]], "forces_ev_per_angstrom": [[-2.649, 1.620, -1.717], [-0.854, -0.840, 1.262], [0.602, -0.435, 0.170], [0.218, 0.036, 0.948], [2.558, -0.125, -1.553], [-0.834, 0.039, -0.493], [0.488, -0.402, -0.370], [-0.267, 0.195, 0.837], [-0.480, 1.056, -0.041], [-0.607, -0.669, -0.284], [-1.105, 0.226, 0.088], [-0.042, 0.392, 0.718], [-0.371, -1.586, 0.324], [3.344, 0.493, 0.113]], "spin_multiplicity": 1, "lumo_energy_ev": -1.545, "fmax_ev_per_a": 3.548, "relative_energy_ev": 4.0364}



{"formula": "C2H8O2P2Si", "method": "ωB97M-V with the def2-TZVPD basis set", "elements": ["C", "Si", "O", "P", "P", "C", "O", "H", "H", "H", "H", "H", "H", "H", "H"], "positions_angstrom": [[-0.3046, -0.1123, -2.2164], [0.3644, -0.6293, -0.5417], [1.0830, 0.6765, 0.1632], [1.1624, 2.2997, -0.1986], [-1.2845, -1.2103, 0.9432], [-0.3850, -1.2753, 2.5946], [-2.0599, -2.4123, 0.7286], [-1.1481, -0.7746, -2.5174], [-0.7460, 0.9016, -2.2654], [0.3866, -0.1973, -2.9697], [1.3482, 2.0485, -1.5020], [-0.1229, 2.6516, -0.4966], [-0.5182, -2.1477, 3.1631], [0.7152, -0.8502, 2.7497], [-1.0493, -0.6943, 3.1952]], "forces_ev_per_angstrom": [[-2.765, 0.241, 1.241], [-0.463, 0.044, -0.008], [-0.124, 0.359, 0.460], [1.303, -0.411, 1.541], [2.606, 1.212, 0.901], [1.648, 1.922, -0.307], [-1.614, -1.851, -0.337], [0.527, 0.120, 0.380], [0.394, -0.328, 0.219], [1.924, -0.149, -1.841], [0.619, 0.275, -2.023], [-1.496, 0.066, 0.042], [0.284, -2.035, -0.052], [-2.481, -0.851, -0.747], [-0.362, 1.386, 0.530]], "spin_multiplicity": 1, "smiles": "C[Si](OP)=P(C)=O", "lumo_energy_ev": [-1.114, -1.116], "fmax_ev_per_a": 3.040, "relative_energy_ev": 0.0000}